Model 1:
One molecule with the formula C3H5P3, computed with ωB97M-V/def2-TZVPD.

```
! RIJCOSX wB97M-V def2-TZVPD def2/J DEFGRID3
* xyz 0 1
C 0.583 -0.836 -0.556
C -0.022 0.338 -0.506
C -0.866 0.816 0.629
P -2.381 1.748 0.017
P -3.888 0.326 -0.305
P -3.748 -1.595 0.187
H 1.172 -1.132 -1.405
H 0.525 -1.542 0.258
H 0.083 1.036 -1.327
H -1.114 0.011 1.326
H -0.314 1.584 1.187
*
```

molecular weight = 134.0 u
SMILES = C=CCP=P#P
Kohn-Sham gap (spin up / spin down) = 6.684 / 5.528 eV
HOMO level (spin up / spin down) = -8.35 / -7.84 eV
lowest unoccupied orbital energy (spin up / spin down) = -0.061 / -0.085 Ha

Model 2:
One molecule with the formula C3H5P3, computed with ωB97M-V/def2-TZVPD.

```
! RIJCOSX wB97M-V def2-TZVPD def2/J DEFGRID3
* xyz 0 1
C 1.910 1.522 -0.065
C 2.186 0.259 -0.040
C -1.993 -1.167 0.037
P -1.083 2.078 -0.123
P 1.003 -1.158 -0.139
P -0.618 0.106 -0.136
H 2.127 2.541 0.293
H 3.278 0.072 0.256
H -2.052 -1.403 1.025
H -1.822 -1.978 -0.660
H -2.937 -0.872 -0.450
*
```

molecular weight = 134.0 u
Kohn-Sham gap (spin up / spin down) = 6.316 / 6.315 eV
HOMO level (spin up / spin down) = -7.54 / -7.54 eV
lowest unoccupied orbital energy (spin up / spin down) = -0.045 / -0.045 Ha

Energies relative to the most stable structure, in eV: model 1 0.000; model 2 1.857.

Model 1:
A 6-piece molecular cluster, CH14O5S2 overall, computed with ωB97M-V/def2-TZVPD.

```
! RIJCOSX wB97M-V def2-TZVPD def2/J DEFGRID3
* xyz 0 1
C 1.670 -1.108 1.192
S 3.551 -0.988 0.802
S 4.456 0.682 -0.216
H 1.317 -0.233 0.646
H 1.263 -2.016 0.726
H 1.523 -1.156 2.360
H 5.380 1.182 0.630
O -3.043 -2.075 -2.126
H -3.973 -2.144 -1.834
H -2.831 -1.179 -2.406
O 1.737 2.794 0.662
H 1.689 3.357 1.460
H 2.555 2.327 0.779
O -1.931 -1.340 0.313
H -2.401 -1.529 -0.549
H -2.540 -1.741 0.936
O -2.203 0.733 -1.776
H -2.341 1.369 -2.562
H -1.581 1.220 -1.310
O -0.523 0.795 0.512
H -0.882 -0.105 0.462
H -0.892 1.155 1.299
*
```

molecular weight = 170.3 u
SMILES = CSS.O.O.O.O.O
Kohn-Sham gap = 8.686 eV
HOMO level = -8.57 eV
lowest unoccupied orbital energy = 0.004 Ha

Model 2:
A 6-piece molecular cluster, CH14O5S2 overall, computed with ωB97M-V/def2-TZVPD.

```
! RIJCOSX wB97M-V def2-TZVPD def2/J DEFGRID3
* xyz 0 1
C 0.157 1.975 -0.424
S -0.288 1.379 -2.018
S -0.313 -0.714 -2.055
H -0.472 2.780 -0.059
H 1.148 2.444 -0.384
H 0.224 1.301 0.428
H -0.377 -1.028 -0.756
O -2.712 -1.286 0.601
H -2.118 -1.241 1.376
H -2.834 -2.219 0.404
O -0.814 -0.257 2.476
H -1.001 0.681 2.336
H -1.253 -0.497 3.300
O 0.870 -3.155 1.317
H 0.807 -3.526 0.426
H -0.013 -2.765 1.379
O 2.308 -0.739 -0.168
H 1.740 -1.108 0.527
H 2.343 0.174 0.143
O 0.784 2.150 2.962
H 1.185 2.272 2.100
H 1.117 1.364 3.404
*
```

molecular weight = 170.3 u
SMILES = CSS.O.O.O.O.O
Kohn-Sham gap = 7.897 eV
HOMO level = -7.93 eV
lowest unoccupied orbital energy = -0.001 Ha

Energies relative to the most stable structure, in eV: model 1 0.249; model 2 0.000.

Model 1:
CH6N2OP2S as an isolated structure, computed with ωB97M-V/def2-TZVPD.

```
! RIJCOSX wB97M-V def2-TZVPD def2/J DEFGRID3
* xyz 0 1
C -0.956 0.457 -1.017
N 2.497 -0.362 -0.775
N -0.707 0.779 0.358
O 1.287 -0.096 1.674
P 2.128 1.202 -0.782
P 3.166 -1.158 0.438
S 0.761 1.193 1.144
H -1.886 -0.023 -1.145
H -0.822 1.326 -1.597
H -0.260 -0.255 -1.500
H -1.477 0.278 0.826
H 2.965 1.640 0.159
H 2.959 -2.366 -0.209
*
```

molecular weight = 156.1 u
Kohn-Sham gap = 7.813 eV
HOMO level = -8.54 eV
lowest unoccupied orbital energy = -0.027 Ha

Model 2:
One molecule with the formula CH6N2OP2S, computed with ωB97M-V/def2-TZVPD.

```
! RIJCOSX wB97M-V def2-TZVPD def2/J DEFGRID3
* xyz 0 1
C 0.940 1.853 0.848
N -1.289 -1.090 -0.278
N 0.094 0.900 0.181
O 2.899 -0.343 -0.303
P 0.004 -0.774 0.591
P -2.181 -2.495 -0.306
S 1.644 -0.592 -1.014
H 0.379 2.470 1.551
H 1.707 1.310 1.397
H 1.429 2.504 0.121
H -0.716 1.270 -0.309
H -1.646 -3.080 -1.477
H -3.263 -1.931 -1.003
*
```

molecular weight = 156.1 u
Kohn-Sham gap (spin up / spin down) = 5.520 / 6.056 eV
HOMO level (spin up / spin down) = -7.67 / -7.74 eV
lowest unoccupied orbital energy (spin up / spin down) = -0.079 / -0.062 Ha

Energies relative to the most stable structure, in eV: model 1 0.076; model 2 0.000.

Model 1:
A 2-piece molecular cluster, H2N2O2 overall, computed with ωB97M-V/def2-TZVPD.

```
! RIJCOSX wB97M-V def2-TZVPD def2/J DEFGRID3
* xyz -2 1
N -1.183 0.321 -0.243
N 1.079 -0.618 -0.211
O -2.250 -0.243 0.452
O 1.886 0.157 0.566
H -0.669 0.470 0.591
H 1.137 -0.088 -1.154
*
```

molecular weight = 62.0 u
Kohn-Sham gap (spin up / spin down) = 5.464 / 5.613 eV
HOMO level (spin up / spin down) = 3.18 / 3.04 eV
lowest unoccupied orbital energy (spin up / spin down) = 0.318 / 0.318 Ha

Model 2:
A 3-piece molecular cluster, H2N2O2 overall, computed with ωB97M-V/def2-TZVPD.

```
! RIJCOSX wB97M-V def2-TZVPD def2/J DEFGRID3
* xyz -2 1
N -5.085 0.407 -0.232
N 4.541 -0.080 -0.446
O 4.466 0.995 0.111
O 6.169 -1.210 0.101
H -5.888 -0.028 0.192
H -4.203 -0.082 0.274
*
```

molecular weight = 62.0 u
Kohn-Sham gap = 5.807 eV
HOMO level = 0.80 eV
lowest unoccupied orbital energy = 0.243 Ha

Energies relative to the most stable structure, in eV: model 1 0.894; model 2 0.000.